This record from OMol25 describes C65H63Ge2N10O2RuS5 as an isolated structure in a non-equilibrium geometry. The level of theory is ωB97M-V/def2-TZVPD.

```
148
Properties=species:S:1:pos:R:3:lowdin_charge:R:1
Ru 0.3392 -0.1395 0.1455 0.939
N -1.1344 -0.7947 -0.9885 -0.392
S -2.2598 -1.6414 -1.4273 0.811
N -2.1483 -3.2631 -1.1830 -0.354
S -1.1906 -4.1861 -1.9916 0.905
N 0.2849 -3.7199 -2.1484 -0.348
S 1.3035 -3.2900 -0.9297 0.822
N 1.3807 -1.8891 -0.4674 -0.364
C 1.0193 -4.4145 0.4238 -0.326
C 1.6576 -5.6389 0.5256 -0.055
C 1.4147 -6.4173 1.6475 -0.033
C 0.5463 -5.9707 2.6331 -0.040
C -0.1011 -4.7490 2.5043 -0.052
C 0.1365 -3.9618 1.3927 -0.106
C 2.8694 -3.7205 -1.6665 -0.325
C 3.9615 -3.8795 -0.8227 -0.075
C 5.2109 -4.0959 -1.3830 -0.045
C 5.3580 -4.1368 -2.7653 -0.045
C 4.2582 -3.9575 -3.5950 -0.046
C 3.0018 -3.7486 -3.0457 -0.059
C -1.7630 -4.5217 -3.6414 -0.322
C -3.0713 -4.9789 -3.7429 -0.059
C -3.5601 -5.3281 -4.9883 -0.035
C -2.7409 -5.2230 -6.1066 -0.032
C -1.4346 -4.7709 -5.9860 -0.037
C -0.9318 -4.4189 -4.7423 -0.054
C -1.3683 -5.7960 -1.2666 -0.328
C -0.6328 -6.8068 -1.8745 -0.059
C -0.7734 -8.1010 -1.4098 -0.036
C -1.6419 -8.3668 -0.3569 -0.033
C -2.3779 -7.3459 0.2279 -0.039
C -2.2489 -6.0423 -0.2279 -0.056
C -3.8650 -1.3703 -0.6990 -0.322
C -4.1776 -0.0851 -0.2886 -0.070
C -5.4406 0.1620 0.2233 -0.037
C -6.3681 -0.8667 0.3204 -0.035
C -6.0365 -2.1538 -0.0819 -0.042
C -4.7776 -2.4139 -0.5990 -0.076
C -2.4408 -1.3875 -3.1806 -0.332
C -1.3137 -0.9803 -3.8765 -0.090
C -1.4251 -0.7445 -5.2352 -0.053
C -2.6493 -0.9126 -5.8702 -0.042
C -3.7686 -1.3185 -5.1549 -0.040
C -3.6702 -1.5603 -3.7934 -0.055
H 2.3430 -5.9743 -0.2423 0.124
H 1.9144 -7.3711 1.7511 0.124
H 0.3727 -6.5794 3.5108 0.121
H -0.7858 -4.4077 3.2697 0.117
H -0.3503 -3.0020 1.2594 0.077
H 3.8330 -3.8407 0.2547 0.106
H 6.0696 -4.2405 -0.7411 0.120
H 6.3332 -4.3176 -3.1973 0.120
H 4.3768 -3.9898 -4.6694 0.119
H 2.1326 -3.5991 -3.6699 0.092
H -3.6866 -5.0720 -2.8554 0.120
H -4.5748 -5.6887 -5.0849 0.123
H -3.1232 -5.5083 -7.0776 0.123
H -0.8004 -4.6992 -6.8590 0.121
H 0.0861 -4.0759 -4.6196 0.098
H 0.0232 -6.5756 -2.7063 0.125
H -0.2133 -8.9020 -1.8725 0.123
H -1.7511 -9.3818 0.0014 0.122
H -3.0614 -7.5657 1.0367 0.121
H -2.8198 -5.2290 0.2004 0.110
H -3.4437 0.7047 -0.3645 0.076
H -5.6938 1.1619 0.5459 0.114
H -7.3546 -0.6690 0.7181 0.121
H -6.7576 -2.9552 0.0046 0.119
H -4.4955 -3.4102 -0.9079 0.094
H -0.3829 -0.8289 -3.3416 0.087
H -0.5629 -0.4139 -5.7990 0.117
H -2.7376 -0.7160 -6.9308 0.120
H -4.7225 -1.4325 -5.6520 0.121
H -4.5365 -1.8558 -3.2158 0.117
C -0.8615 0.5259 4.7030 -0.201
Ge 0.2110 1.9239 3.7983 0.966
C 2.0810 1.6204 4.3918 -0.194
C -0.4136 3.7196 4.3303 -0.168
Ge -0.3877 2.3528 0.9050 0.897
C -2.1605 3.0465 1.5344 -0.332
C -2.9420 2.4036 2.4872 -0.168
C -4.1692 2.9433 2.8540 -0.070
C -4.6166 4.1137 2.2591 -0.054
C -3.8341 4.7554 1.3072 -0.044
C -2.6047 4.2252 0.9437 -0.095
C 1.0261 3.7145 0.5518 -0.334
C 1.9544 4.0477 1.5351 -0.164
C 2.9187 5.0173 1.3000 -0.062
C 2.9645 5.6603 0.0718 -0.052
C 2.0411 5.3341 -0.9116 -0.049
C 1.0787 4.3624 -0.6790 -0.121
H -0.2953 0.2367 5.5899 0.042
H -1.0385 -0.3579 4.0947 -0.004
H -1.8173 0.9499 5.0062 0.035
H 2.0520 1.9383 5.4382 0.053
H 2.8410 2.1981 3.8737 0.017
H 2.3374 0.5631 4.3500 0.006
H -0.4110 3.7092 5.4238 0.054
H -1.4242 3.8992 3.9722 0.018
H 0.2400 4.5112 3.9700 0.035
H -2.6204 1.4729 2.9383 0.056
H -4.7680 2.4491 3.6089 0.115
H -5.5780 4.5254 2.5365 0.118
H -4.1827 5.6698 0.8459 0.119
H -1.9933 4.7296 0.2039 0.109
H 1.9282 3.5578 2.5022 0.039
H 3.6272 5.2770 2.0765 0.114
H 3.7164 6.4147 -0.1163 0.117
H 2.0669 5.8442 -1.8658 0.117
H 0.3711 4.1109 -1.4566 0.088
S -2.8767 2.3662 -2.9229 0.769
C -1.8492 2.3069 -1.7378 -0.904
N -1.0250 2.3324 -0.8840 -0.127
N 3.7929 -2.6180 4.8074 0.211
C 3.5655 -2.6066 3.4816 -0.499
O 3.4412 -3.6009 2.7941 0.083
C 3.4219 -1.2522 2.8291 -0.121
C 4.4553 -0.3373 2.6781 0.024
C 4.2166 0.7995 1.9255 -0.024
C 2.9894 0.9714 1.3176 -0.167
N 1.9893 0.0852 1.4364 -0.107
C 2.2060 -0.9945 2.2089 -0.098
H 3.9058 -3.5076 5.2689 0.131
H 3.9542 -1.7850 5.3447 0.115
H 5.4288 -0.5176 3.1172 0.139
H 4.9874 1.5453 1.7892 0.130
H 2.7907 1.8450 0.7094 0.075
H 1.4016 -1.7055 2.3206 0.100
O -1.8354 -0.6212 1.7954 0.029
N -0.7230 -0.3154 1.6408 -0.222
N 3.7320 -0.3861 -1.4638 0.125
C 3.1364 0.6061 -2.1383 -0.719
S 1.5494 1.1049 -1.7181 0.737
N 3.8749 1.2320 -3.0568 0.087
C 3.5945 2.2739 -3.9941 -0.232
C 4.7041 2.9236 -4.5283 -0.025
C 4.5410 3.8925 -5.5021 -0.060
C 3.2723 4.2173 -5.9578 -0.065
C 2.1678 3.5744 -5.4223 -0.063
C 2.3198 2.6021 -4.4442 -0.055
H 3.0918 -1.0822 -1.0607 0.033
H 4.6311 -0.7248 -1.7780 0.120
H 4.8319 0.9137 -3.1187 0.150
H 5.6984 2.6715 -4.1757 0.117
H 5.4093 4.3899 -5.9119 0.117
H 3.1469 4.9598 -6.7337 0.115
H 1.1746 3.8158 -5.7767 0.113
H 1.4545 2.0945 -4.0544 0.050
```

Values from the calculation:
* LUMO energy (spin up / spin down): -9.15 / -9.34 eV
* HOMO level (spin up / spin down): -14.266 / -14.161 eV
* frontier orbital gap (spin up / spin down): 0.1880 / 0.1772 hartree
* charge: +3

***

This record from OMol25 describes a 19-piece molecular cluster, C66H114O37 overall in a non-equilibrium geometry. The level of theory is ωB97M-V/def2-TZVPD.

```
217
Properties=species:S:1:pos:R:3:lowdin_charge:R:1
C -0.6044 0.7750 0.0335 0.015
C 0.6828 -0.0320 0.1447 -0.260
C 0.5509 -1.4995 0.4849 -0.082
O 1.2937 -2.1370 -0.5029 0.094
C 1.5795 -1.3331 -1.4735 -0.572
O 2.1535 -1.7313 -2.4970 0.086
O 1.3206 -0.0977 -1.1158 0.111
H -0.3161 1.7906 -0.2380 0.066
H -1.2029 0.9587 0.9257 0.080
H -1.3325 0.4389 -0.7047 0.068
H 1.3721 0.3959 0.8726 0.130
H -0.4428 -1.9404 0.4053 0.132
H 0.9512 -1.6376 1.4893 0.111
C -3.8987 -5.1026 4.2165 0.014
C -3.7642 -4.8493 2.6551 -0.257
C -2.6479 -3.9720 2.1143 -0.101
O -2.1305 -4.7632 1.0736 0.045
C -2.5543 -6.0381 1.1679 -0.569
O -2.0745 -6.9873 0.5139 0.094
O -3.3931 -6.0978 2.1222 0.113
H -4.3372 -4.2307 4.7020 0.057
H -2.9550 -5.3438 4.7056 0.075
H -4.5661 -5.9367 4.4331 0.081
H -4.7022 -4.5469 2.1894 0.138
H -1.9286 -3.7379 2.8991 0.115
H -3.0800 -3.0316 1.7722 0.120
C -1.4000 7.7171 2.6721 -0.006
C -1.3021 6.2802 2.3175 -0.376
C -2.4981 5.6760 1.6314 -0.099
O -2.0161 4.9083 0.5695 0.089
C -0.7144 4.9561 0.5668 -0.473
O 0.0979 4.2344 -0.0729 0.077
O -0.2879 5.9760 1.4172 0.078
H -2.3066 7.8314 3.2663 0.101
H -1.6132 8.2517 1.7465 0.081
H -0.4700 8.0769 3.1124 0.099
H -1.1205 5.7696 3.2632 0.148
H -3.1987 6.4548 1.3302 0.136
H -3.0421 5.0007 2.2917 0.134
C 0.6950 -3.2578 6.0502 -0.016
C -0.0903 -3.9810 7.1400 -0.289
C 0.6882 -4.0906 8.4457 -0.090
O 0.0584 -3.1650 9.2948 0.078
C -1.1316 -2.8028 8.8146 -0.517
O -2.0109 -2.1428 9.4245 0.095
O -1.1737 -3.1447 7.5329 0.057
H 0.0865 -2.8477 5.2442 0.076
H 1.5220 -3.8128 5.6074 0.076
H 1.1089 -2.3574 6.5043 0.094
H -0.5309 -4.8728 6.6942 0.153
H 1.7384 -3.8723 8.2522 0.138
H 0.5285 -5.0463 8.9449 0.139
C -3.6566 -4.8757 -3.5172 -0.003
C -2.9120 -4.5531 -2.2588 -0.335
C -1.5656 -3.9073 -2.4381 -0.080
O -1.6699 -2.7036 -1.7757 0.095
C -2.8411 -2.5187 -1.2756 -0.605
O -3.1764 -1.5353 -0.7020 0.150
O -3.6585 -3.5575 -1.6110 0.081
H -3.1956 -5.7394 -3.9964 0.095
H -3.5578 -3.9908 -4.1459 0.093
H -4.7077 -5.1100 -3.3488 0.092
H -2.9022 -5.3722 -1.5397 0.142
H -1.3318 -3.7372 -3.4891 0.134
H -0.8188 -4.5752 -2.0087 0.136
C 2.0417 1.2402 -4.8657 0.014
C 1.2390 2.4428 -4.3391 -0.329
C 1.7617 3.1907 -3.1225 -0.054
O 1.4548 4.5432 -3.4593 0.049
C 1.2095 4.6170 -4.7594 -0.503
O 0.8962 5.6380 -5.4140 0.094
O 1.3491 3.3946 -5.3257 0.084
H 3.0295 1.6016 -5.1514 0.090
H 1.4690 0.7697 -5.6649 0.088
H 2.0713 0.5011 -4.0651 0.062
H 0.1748 2.2534 -4.1991 0.133
H 2.8384 3.0698 -3.0036 0.128
H 1.2085 2.9346 -2.2189 0.133
C 2.8408 -2.5767 -6.2924 -0.036
C 1.6186 -3.0625 -7.0203 -0.289
C 0.8662 -4.2259 -6.2702 -0.114
O -0.4275 -3.7990 -6.2273 0.053
C -0.5740 -2.4629 -6.4570 -0.411
O -1.5745 -1.7630 -6.2109 0.103
O 0.6994 -1.9965 -6.8294 0.036
H 3.2363 -1.7208 -6.8392 0.092
H 3.5795 -3.3707 -6.4022 0.084
H 2.7021 -2.3020 -5.2467 0.074
H 1.7339 -3.2681 -8.0845 0.156
H 1.3169 -4.4471 -5.3027 0.111
H 0.9246 -5.1006 -6.9180 0.137
C 5.9281 -1.8669 -2.8504 -0.002
C 5.8407 -0.3366 -2.6074 -0.288
C 4.6278 0.3291 -3.3084 -0.115
O 4.0698 0.9269 -2.2003 0.062
C 4.7223 0.6490 -1.0651 -0.562
O 4.5064 1.2311 0.0047 0.095
O 5.6538 -0.2184 -1.2377 0.125
H 5.9030 -2.1226 -3.9097 0.086
H 5.0414 -2.2860 -2.3747 0.074
H 6.8079 -2.2806 -2.3575 0.087
H 6.7550 0.1974 -2.8663 0.158
H 3.9718 -0.4397 -3.7166 0.105
H 5.0232 1.0344 -4.0393 0.142
C -2.8214 5.4987 -4.1580 -0.008
C -2.3482 5.8411 -2.7588 -0.324
C -0.9259 6.4069 -2.7066 -0.093
O -1.0800 7.4290 -1.7661 0.070
C -2.3641 7.7133 -1.4849 -0.498
O -2.8153 8.3994 -0.5754 0.111
O -3.1541 6.8687 -2.2099 0.081
H -3.8502 5.1386 -4.1502 0.083
H -2.1513 4.7177 -4.5173 0.080
H -2.6100 6.3489 -4.8065 0.095
H -2.4229 4.9431 -2.1456 0.131
H -0.5397 6.7862 -3.6527 0.130
H -0.2008 5.6828 -2.3349 0.106
C 1.0641 2.3134 3.0164 0.000
C -0.2784 2.1553 3.7056 -0.472
O -1.2595 2.7448 3.3351 0.063
C -0.1944 1.4704 5.0673 0.002
H 1.6958 2.8702 3.7085 0.095
H 0.9577 3.0751 2.2440 0.059
H 1.4454 1.3284 2.7470 0.057
H -1.2438 1.4993 5.3607 0.066
H 0.4703 1.8884 5.8233 0.092
H 0.1196 0.4535 4.8317 0.076
C -3.3907 0.3477 3.9684 -0.020
C -2.7033 -0.9486 4.1739 -0.471
O -1.7691 -1.2861 3.4616 0.038
C -3.1058 -1.7689 5.4004 -0.008
H -2.9782 0.9361 3.1489 0.057
H -3.3198 0.9910 4.8455 0.087
H -4.4519 0.1451 3.8241 0.088
H -2.5917 -2.7284 5.4560 0.057
H -4.1750 -1.8811 5.5800 0.087
H -2.8052 -1.2429 6.3066 0.086
C -7.7810 -2.0431 2.6872 -0.010
C -6.3794 -1.9796 2.2210 -0.449
O -5.4330 -2.4286 2.8751 0.022
C -6.0643 -1.4350 0.8401 -0.009
H -8.3954 -2.1183 1.7900 0.082
H -8.0311 -1.1427 3.2483 0.100
H -7.9369 -2.9689 3.2411 0.090
H -5.3980 -0.5822 0.9698 0.058
H -6.9849 -1.0983 0.3633 0.073
H -5.6666 -2.1723 0.1428 0.082
C 3.5999 -4.6685 -3.7676 -0.020
C 2.9311 -5.5481 -2.7398 -0.507
O 1.7453 -5.6000 -2.6772 0.068
C 3.7455 -6.4196 -1.8372 -0.014
H 4.6730 -4.8180 -3.6483 0.080
H 3.3529 -3.6103 -3.6811 0.050
H 3.3449 -4.9014 -4.8014 0.067
H 4.1676 -5.8124 -1.0363 0.096
H 4.5484 -6.8929 -2.4023 0.085
H 3.1084 -7.2220 -1.4655 0.092
C -4.0368 1.5721 -3.5381 0.015
C -2.5040 1.4768 -3.2756 -0.433
O -1.8964 2.3748 -2.6965 0.035
C -1.8097 0.2370 -3.7087 -0.022
H -4.2541 2.5344 -4.0015 0.069
H -4.6081 1.5292 -2.6108 0.074
H -4.4218 0.8138 -4.2198 0.078
H -0.9065 -0.0094 -3.1504 0.079
H -1.3436 0.3167 -4.6907 0.084
H -2.4403 -0.6517 -3.6841 0.081
C 2.4495 6.1542 -0.8026 -0.008
C 3.0193 6.3191 0.6107 -0.446
O 3.5766 7.3282 1.0271 0.048
C 3.1449 5.0237 1.4200 -0.026
H 1.3774 6.3447 -0.7511 0.064
H 2.7727 5.2609 -1.3370 0.060
H 2.8813 6.9157 -1.4520 0.091
H 3.3272 4.1304 0.8225 0.063
H 2.1401 4.8215 1.7910 0.045
H 3.7925 5.0634 2.2958 0.086
C 1.3598 -4.7615 2.7078 -0.022
C 1.8846 -5.6791 1.7165 -0.486
O 2.7535 -6.5154 1.8982 0.062
C 1.2254 -5.5152 0.3396 -0.011
H 1.6065 -3.7560 2.3669 0.075
H 1.8796 -4.8649 3.6603 0.078
H 0.2925 -4.9642 2.7959 0.094
H 0.4078 -4.8029 0.4501 0.057
H 0.9010 -6.4734 -0.0663 0.097
H 1.8191 -5.0618 -0.4542 0.053
C -4.0357 2.0934 0.5776 -0.013
C -5.4908 2.3884 0.2988 -0.440
O -6.3624 1.5455 0.4199 0.044
C -5.8978 3.8346 -0.1356 0.006
H -3.3159 2.3814 -0.1885 0.075
H -3.8227 1.0415 0.7680 0.066
H -3.6881 2.6849 1.4246 0.075
H -6.8151 4.1688 0.3493 0.080
H -6.0893 3.7985 -1.2081 0.080
H -5.0780 4.5001 0.1347 0.060
C 5.5964 4.3370 -0.9567 -0.027
C 6.9830 3.7348 -0.8852 -0.449
O 7.5341 3.4556 -1.9582 0.030
C 7.6161 3.6023 0.5168 -0.008
H 4.9404 3.5889 -0.5116 0.054
H 5.3140 4.5289 -1.9918 0.088
H 5.6208 5.2662 -0.3874 0.090
H 7.0797 2.9212 1.1774 0.077
H 7.7291 4.5873 0.9696 0.082
H 8.6448 3.2623 0.3968 0.076
C 4.4012 0.3892 3.4071 -0.006
C 3.5683 -0.8068 2.9874 -0.491
O 2.3771 -0.8654 3.2502 0.032
C 4.2183 -1.8624 2.2295 0.000
H 4.3048 1.2221 2.7107 0.075
H 5.4357 0.0576 3.4967 0.078
H 4.1253 0.8114 4.3734 0.086
H 4.3415 -1.4870 1.2136 0.094
H 3.6537 -2.7922 2.2986 0.082
H 5.2410 -2.0187 2.5725 0.094
```

Values from the calculation:
* LUMO energy: 0.21 eV
* HOMO level: -9.213 eV
* frontier orbital gap: 0.3461 hartree
* charge: 0